{"formula": "C31H35ClCuN2Si2", "method": "wB97M-V/def2-TZVPD", "elements": ["C", "C", "C", "H", "C", "C", "H", "H", "H", "H", "Cu", "Si", "C", "C", "H", "C", "H", "C", "H", "C", "H", "C", "H", "C", "C", "H", "C", "H", "C", "H", "C", "H", "C", "H", "H", "Si", "C", "C", "H", "C", "H", "C", "H", "C", "H", "C", "H", "C", "C", "H", "C", "H", "C", "H", "C", "H", "C", "H", "H", "Cl", "N", "C", "C", "N", "H", "H", "H", "H", "H", "H", "H", "H"], "coordinates": [[0.842518, 1.027100, 1.128734], [1.780884, 1.037871, 0.054849], [1.310800, 1.949840, -0.941704], [2.736477, 0.515524, 0.021518], [0.020153, 2.435273, -0.506129], [-0.234743, 1.881752, 0.791421], [-1.086483, 2.132456, 1.427666], [0.957743, 0.490455, 2.074602], [1.859858, 2.321872, -1.797648], [-0.565863, 3.195872, -1.022526], [-0.067634, 0.499501, -1.204398], [-0.452570, -0.970057, -4.404432], [1.226594, -1.813546, -4.144289], [1.546646, -2.988227, -4.831683], [0.736009, -3.555102, -5.286212], [2.875696, -3.385490, -5.002034], [3.114881, -4.276235, -5.580565], [3.922819, -2.612268, -4.485081], [4.959591, -2.861589, -4.711467], [3.613740, -1.537582, -3.654873], [4.416901, -0.934272, -3.216810], [2.274704, -1.229154, -3.398137], [2.064916, -0.454131, -2.656632], [-0.004840, 0.969399, -4.498641], [1.301963, 1.569230, -4.151841], [2.193100, 1.017218, -3.869078], [1.472640, 2.985615, -4.438104], [2.480718, 3.407695, -4.555370], [0.342958, 3.799889, -4.115093], [0.468221, 4.873133, -3.980965], [-0.896374, 3.202713, -4.012887], [-1.747816, 3.825709, -3.713375], [-1.104980, 1.847910, -4.253467], [-2.112725, 1.425554, -4.204245], [-0.567658, -0.531806, -2.934205], [0.940818, 1.967435, -5.936411], [0.003101, 2.962512, -7.232212], [0.693794, 3.481517, -8.346343], [1.620420, 2.996429, -8.673909], [0.196127, 4.613340, -9.020296], [0.757734, 5.049216, -9.849344], [-1.025493, 5.188877, -8.643825], [-1.365208, 6.134960, -9.087369], [-1.824069, 4.508985, -7.718708], [-2.818089, 4.879970, -7.474814], [-1.337082, 3.357058, -7.089226], [-1.985030, 2.791580, -6.424010], [2.045462, 0.745472, -6.863542], [3.444819, 0.753227, -6.891506], [4.005809, 1.547164, -6.385488], [4.119135, -0.263356, -7.580626], [5.213651, -0.270207, -7.600069], [3.403728, -1.285092, -8.217268], [3.937093, -2.073010, -8.758050], [2.010577, -1.328217, -8.106252], [1.453587, -2.177102, -8.493595], [1.333527, -0.301485, -7.448051], [0.247573, -0.334044, -7.380898], [-1.039668, -1.484123, -5.622109], [-2.239281, -2.066194, -3.525267], [-2.010400, -0.086815, -0.863372], [-1.969135, -1.248858, 0.075179], [-0.891692, -2.229033, -0.320119], [0.295248, -1.537775, -0.892341], [-2.486753, -0.359813, -1.727907], [-2.512276, 0.698027, -0.443405], [-1.767286, -0.846091, 1.070586], [-2.942352, -1.756067, 0.081315], [-0.573199, -2.800935, 0.554553], [-1.286924, -2.913612, -1.071485], [1.063580, -1.548434, -0.219929], [0.651103, -2.052157, -1.703314]], "atomic_forces_ev_per_a": [[0.513, 0.164, -0.335], [0.295, 0.560, 0.924], [-0.247, 0.003, 0.172], [-0.245, 0.151, 0.083], [0.320, 0.650, 0.769], [0.194, 0.591, -0.261], [0.274, -0.173, -0.251], [-0.070, 0.121, -0.429], [0.026, -0.062, 0.165], [0.170, -0.194, 0.265], [-0.393, -0.596, -0.974], [0.834, 0.289, 3.345], [0.397, -0.397, -0.016], [0.360, 0.240, -0.365], [0.205, 0.042, -0.147], [0.229, 0.005, 0.109], [-0.115, 0.132, 0.099], [-0.408, -0.157, -0.125], [-0.265, 0.027, 0.071], [-0.114, -0.231, 0.193], [-0.343, -0.318, 0.031], [0.190, 0.413, -0.454], [-0.121, -0.117, -0.256], [1.023, -0.350, 0.945], [-0.656, -1.210, 2.057], [-0.329, -0.389, -0.791], [1.343, 0.071, -0.575], [-0.438, -0.221, 0.682], [-1.714, 0.835, 0.438], [-0.086, -0.280, 0.014], [0.026, 1.688, 0.842], [0.335, -0.248, -0.199], [-0.237, -0.263, -0.521], [0.304, 0.157, -0.295], [0.320, 0.519, -0.507], [0.402, -0.208, -4.850], [-1.094, -0.202, -0.467], [0.103, 0.378, 0.236], [-0.140, 0.448, 0.241], [-0.092, -0.292, 0.070], [-0.086, -0.190, 0.298], [0.157, -0.277, 0.122], [0.165, -0.560, 0.138], [0.197, -0.243, -0.220], [0.159, -0.158, -0.124], [0.179, 0.672, 0.310], [0.115, 0.335, 0.074], [-0.011, 0.732, 0.567], [-0.004, -0.396, -0.329], [-0.150, -0.327, -0.207], [0.019, 0.124, 0.030], [-0.411, 0.031, -0.072], [-0.082, 0.083, 0.339], [-0.200, 0.286, 0.256], [0.218, 0.121, 0.060], [0.089, 0.182, -0.101], [0.349, -0.289, -0.297], [0.120, -0.025, -0.040], [0.185, 0.502, -1.091], [-0.929, -0.842, -0.148], [-1.116, -0.504, 0.229], [-0.635, 0.954, -0.193], [0.745, -0.282, -0.433], [0.538, -1.313, 0.334], [0.121, 0.010, 0.315], [0.162, -0.401, -0.112], [-0.044, 0.031, -0.078], [0.188, -0.035, 0.217], [-0.264, -0.127, -0.031], [0.099, 0.029, 0.084], [-0.279, 0.106, -0.110], [-0.352, 0.192, 0.281]], "mulliken_spin": [-0.0074, 0.0118, 0.0056, -0.0002, -0.0022, 0.0079, 0.0001, 0.0002, -0.0116, 0.0014, -0.0016, -0.0069, 0.0022, -0.0004, -0.0002, 0.0007, 0.0000, -0.0010, -0.0001, 0.0026, 0.0000, 0.0013, -0.0122, -0.0694, 0.3074, -0.0146, 0.1251, -0.0131, 0.3157, -0.0305, -0.0672, 0.0058, 0.4285, -0.0415, -0.0050, -0.0400, 0.0256, 0.0025, 0.0000, -0.0033, -0.0002, 0.0046, 0.0000, -0.0029, 0.0008, 0.0540, -0.0139, 0.0128, 0.0124, 0.0040, -0.0032, -0.0001, 0.0058, 0.0004, -0.0027, 0.0000, 0.0125, 0.0004, 0.0009, -0.0056, 0.0014, 0.0010, 0.0001, 0.0007, -0.0008, 0.0005, -0.0003, 0.0001, 0.0000, -0.0001, -0.0001, 0.0012], "multiplicity": 2, "e_lumo_ev": [-1.379, -1.215], "homo_ha": [-0.21313, -0.21306], "de_lowest_kj_mol": 125.9, "energy_ha": -3991.23284, "gap_ev": [4.4, 4.6]}